The following is a DFT calculation (ωB97M-V with the def2-TZVPD basis set) of a cluster of 4 separate species, C31H57IN2O10 in total at a distorted geometry.

The geometry in XYZ format:
```
101
Properties=species:S:1:pos:R:3:lowdin_charge:R:1
C -4.469 6.504 5.223 0.1195
C -4.380 5.308 5.406 -0.1265
C -4.285 3.927 5.826 -0.1323
C -2.866 3.495 6.308 -0.3516
C -2.833 3.608 7.827 -0.1486
C -3.131 4.999 8.355 -0.2570
O -2.361 5.978 7.674 -0.0567
O -2.760 2.112 5.959 -0.1366
C -1.571 1.668 5.406 -0.7242
I 0.251 2.392 6.355 1.0209
C -1.559 0.106 5.576 -0.2436
C -2.653 -0.402 6.520 -0.0811
C -1.521 1.932 3.895 -0.4267
N -1.664 3.313 3.573 0.1222
O -0.329 1.283 3.451 -0.1451
C 0.138 1.645 2.161 -0.2888
C 0.740 0.356 1.564 -0.1153
C 0.464 0.173 0.050 -0.1619
C 1.757 0.192 -0.794 -0.1993
C 1.863 -1.028 -1.715 -0.1970
C 0.785 -0.938 -2.810 -0.2133
C 1.265 -0.011 -3.925 -0.1853
C 0.423 -0.142 -5.231 -0.1447
C 1.305 -0.465 -6.439 -0.1794
O 1.546 0.754 -7.207 -0.0275
C 0.847 0.680 -8.386 -0.5396
C -0.657 0.791 -8.331 0.0182
O 1.422 0.519 -9.422 0.1246
C 1.245 2.683 2.359 -0.1451
O 1.255 3.584 1.233 -0.1279
N 2.107 4.681 1.582 -0.0257
O 1.490 5.641 1.796 0.0937
H -4.658 7.513 5.014 0.0151
H -4.627 3.268 5.039 0.1226
H -4.963 3.766 6.660 0.1190
H -2.173 4.150 5.803 0.1031
H -3.600 2.930 8.197 0.1255
H -1.901 3.278 8.272 0.0717
H -4.197 5.213 8.368 0.1153
H -2.826 5.008 9.404 0.1137
H -2.930 6.741 7.576 0.0725
H -1.717 -0.384 4.622 0.1075
H -0.608 -0.207 5.976 0.0475
H -2.628 0.087 7.485 0.0748
H -2.529 -1.477 6.623 0.0654
H -3.631 -0.236 6.086 0.0754
H -2.382 1.416 3.466 0.1676
H -1.966 3.470 2.627 0.0958
H -0.853 3.868 3.806 0.0710
H -0.633 1.992 1.481 0.1393
H 0.272 -0.454 2.099 0.0843
H 1.800 0.274 1.762 0.1068
H -0.264 0.895 -0.301 0.1050
H 0.054 -0.826 -0.066 0.1024
H 2.644 0.278 -0.175 0.1026
H 1.734 1.086 -1.415 0.0991
H 1.672 -1.902 -1.099 0.1072
H 2.829 -1.063 -2.205 0.1053
H -0.158 -0.566 -2.413 0.1086
H 0.600 -1.925 -3.217 0.0767
H 1.230 1.028 -3.620 0.1047
H 2.292 -0.286 -4.141 0.1037
H -0.308 -0.925 -5.061 0.1047
H -0.093 0.801 -5.362 0.1062
H 2.271 -0.854 -6.168 0.0999
H 0.788 -1.198 -7.055 0.1117
H -1.042 -0.159 -7.966 0.0865
H -0.990 1.552 -7.636 0.0857
H -1.022 0.964 -9.329 0.0844
H 1.120 3.214 3.299 0.0779
H 2.225 2.220 2.421 0.1228
C -0.465 -3.807 4.379 -0.0168
C 0.733 -2.963 4.014 -0.4948
C 1.741 -2.697 5.104 -0.0141
O 0.876 -2.518 2.900 0.0616
H -1.107 -3.919 3.508 0.0827
H -0.140 -4.795 4.707 0.0856
H -1.032 -3.325 5.177 0.0735
H 2.160 -3.639 5.464 0.0857
H 1.265 -2.170 5.932 0.0791
H 2.546 -2.081 4.709 0.0841
C -0.022 -5.023 -4.331 -0.0159
C 1.291 -4.518 -4.878 -0.4829
C 2.273 -5.544 -5.373 -0.0163
O 1.544 -3.333 -4.917 0.0630
H -0.631 -4.179 -4.011 0.0766
H -0.560 -5.575 -5.103 0.0865
H 0.157 -5.674 -3.474 0.0875
H 1.833 -6.114 -6.192 0.0909
H 2.556 -6.221 -4.565 0.0891
H 3.163 -5.038 -5.739 0.0708
C 3.750 -2.644 -8.098 -0.0059
C 3.297 -3.918 -8.766 -0.4969
C 2.347 -3.774 -9.931 -0.0176
O 3.673 -5.004 -8.389 0.0545
H 4.427 -2.887 -7.281 0.0866
H 4.274 -2.014 -8.817 0.0945
H 2.892 -2.107 -7.694 0.0524
H 2.815 -3.187 -10.723 0.0877
H 1.431 -3.279 -9.607 0.0816
H 2.100 -4.759 -10.320 0.0797
```

Output
SMILES string: C#CC[C@@H](CCO)O[C@@](I)(CC)[C@@H](N)O[C@H](CCCCCCCCOC(C)=O)CON=O.CC(C)=O.CC(C)=O.CC(C)=O
Energy relative to the best compared isomer or geometry (same formula, charge and spin): 17.9 kcal per mole
LUMO: -0.015 eV
E: -2374.77208 Ha
HOMO energy: -9.28 eV